(1)
18
Properties=species:S:1:pos:R:3:forces:R:3 method="wB97M-V/def2-TZVPD" homo_energy_ev=-9.26 charge=0 largest_force_ha_per_bohr=0.08578 homo_lumo_gap_ev=9.680 e_above_lowest_kcal_mol=202.75
O -1.630 0.211 1.020 0.600 -1.474 -0.788
O -0.536 -1.858 1.229 0.035 0.010 -0.016
O 0.827 2.616 0.206 0.241 -0.359 0.493
N -1.173 -0.741 0.381 -0.713 -0.771 2.685
N -1.199 -0.975 -0.799 -0.792 2.421 -0.422
N 0.901 -1.852 -1.681 -2.103 -1.998 -0.585
C -0.541 -1.989 -1.519 0.390 -1.478 -1.497
C 0.017 2.781 1.384 0.323 3.076 3.145
C 1.571 -0.851 -1.389 2.125 0.201 -0.770
C 1.137 1.405 -0.199 -1.226 2.054 0.704
C 1.256 0.356 -0.753 0.047 -0.041 0.208
H -0.938 -1.945 -2.653 0.571 -0.321 2.778
H 0.578 2.745 2.421 -0.253 -0.208 -2.319
H -0.758 -2.959 -1.006 0.248 0.441 -0.846
H 2.587 -0.962 -1.800 0.019 0.477 0.596
H -0.467 3.866 1.466 1.304 -2.185 -1.037
H -0.854 -1.954 2.179 -0.096 1.194 -1.706
H -0.781 2.106 1.513 -0.720 -1.039 -0.621


(2)
53
Properties=species:S:1:pos:R:3:forces:R:3 method="wB97M-V/def2-TZVPD" smiles="CCOC(=O)C1CCN(C(=O)c2ccccc2NS(=O)(=O)c2ccc(F)cc2)CC1" homo_energy_ev=-8.80 charge=0 largest_force_ha_per_bohr=0.02234 homo_lumo_gap_ev=9.346 e_above_lowest_kcal_mol=0.00
S 2.145 1.091 1.836 -0.213 -0.014 0.003
F -1.169 5.427 3.977 0.061 -0.094 -0.044
O 1.216 -2.684 -1.532 -0.065 -0.122 -0.365
O 0.581 -2.481 0.603 0.128 0.066 0.172
O 2.411 0.107 2.836 -0.313 -0.206 0.083
O 3.263 1.670 1.149 -0.210 0.219 -0.063
O -1.757 -0.311 1.417 0.110 -0.053 0.273
N -2.123 -1.327 -0.564 -0.059 -0.071 0.041
N 1.129 0.361 0.722 0.609 0.068 0.972
C 0.384 1.134 -0.157 -0.339 0.419 -0.667
C -0.868 -3.636 -0.956 0.018 0.002 0.071
C -1.630 1.565 -1.411 0.135 -0.025 0.046
C 0.886 4.715 3.087 -0.182 -0.007 0.098
C 0.374 -2.863 -0.521 -0.263 -0.335 -0.019
C -1.056 2.691 -1.969 -0.074 0.041 -0.060
C -0.407 4.428 3.491 0.126 -0.084 -0.078
C 0.242 3.036 -1.627 -0.066 -0.026 0.035
C -1.798 -1.533 -1.959 0.009 0.037 -0.532
C -0.162 2.131 2.906 -0.102 0.030 0.121
C -0.924 0.779 -0.508 0.277 0.181 0.212
C -1.904 -3.653 0.174 0.110 0.109 0.021
C 2.457 -2.024 -1.238 0.548 0.276 0.156
C 1.130 2.411 2.500 0.495 -0.423 -0.272
C -2.825 -2.429 0.057 -0.180 -0.142 0.370
C -1.612 -0.342 0.205 -0.217 0.183 -0.099
C -0.947 3.155 3.409 0.064 0.107 0.020
C -1.470 -3.012 -2.218 0.107 0.003 0.061
C 1.660 3.684 2.582 0.056 0.034 -0.032
C 3.368 -2.164 -2.441 -0.405 -0.070 0.240
C 0.960 2.265 -0.734 -0.061 0.005 -0.104
H -0.533 -4.654 -1.178 0.029 0.078 0.008
H 1.973 2.519 -0.469 0.083 0.075 -0.097
H -2.499 -4.565 0.134 0.000 -0.031 -0.022
H 4.309 -1.663 -2.237 0.112 0.054 0.001
H 2.256 -0.972 -1.011 0.012 -0.212 -0.011
H 0.700 3.913 -2.060 0.053 0.077 -0.036
H -3.702 -2.657 -0.556 0.014 0.024 0.042
H -0.940 -0.908 -2.215 -0.124 -0.106 -0.018
H -3.155 -2.099 1.043 -0.059 -0.074 -0.161
H -2.643 -1.225 -2.588 0.135 0.015 -0.019
H 2.894 -2.482 -0.345 -0.080 0.092 -0.104
H 3.561 -3.213 -2.652 0.068 -0.083 -0.043
H -2.648 1.296 -1.655 -0.099 -0.049 -0.038
H -0.561 1.133 2.816 -0.114 -0.092 -0.033
H -1.960 2.978 3.731 -0.103 -0.004 0.030
H 2.909 -1.712 -3.316 0.012 0.058 -0.115
H 1.265 5.721 3.167 0.022 0.093 0.011
H -0.772 -3.088 -3.050 -0.093 -0.004 -0.041
H 2.671 3.849 2.245 0.101 0.114 -0.037
H -2.374 -3.565 -2.478 0.014 -0.021 -0.026
H 0.687 -0.472 1.094 0.066 -0.105 0.131
H -1.375 -3.624 1.127 -0.098 -0.062 -0.025
H -1.618 3.297 -2.663 -0.055 0.058 -0.056


(3)
20
Properties=species:S:1:pos:R:3:forces:R:3 method="wB97M-V/def2-TZVPD" smiles=CCN.CNC homo_energy_ev=-8.97 charge=0 largest_force_ha_per_bohr=0.01337 homo_lumo_gap_ev=10.051 e_above_lowest_kcal_mol=10.97
N -2.084 0.486 -0.395 -0.235 0.009 0.448
N 2.215 0.359 1.091 -0.068 0.458 0.287
C 1.548 -0.228 -0.073 -0.132 0.408 -0.281
C -1.911 0.876 1.005 -0.007 0.355 -0.252
C 2.562 -0.536 -1.164 0.041 -0.307 0.211
C -2.303 -0.955 -0.533 0.289 0.562 -0.272
H -1.338 -1.460 -0.515 0.006 -0.159 0.205
H 3.476 -0.955 -0.734 -0.111 0.039 0.041
H -2.728 -1.135 -1.515 -0.162 -0.179 -0.062
H -2.698 0.491 1.671 0.081 -0.131 -0.021
H 1.007 -1.127 0.207 0.230 -0.274 0.324
H 0.769 0.431 -0.465 -0.058 0.087 -0.221
H -1.938 1.967 1.077 0.080 -0.093 -0.015
H 2.652 1.234 0.805 0.177 -0.222 -0.120
H -2.956 -1.353 0.248 -0.063 -0.184 -0.003
H -0.936 0.550 1.380 -0.120 -0.102 -0.053
H 1.526 0.684 1.764 -0.042 -0.310 0.033
H 2.835 0.347 -1.738 -0.015 0.095 -0.023
H 2.154 -1.283 -1.840 -0.026 0.023 -0.253
H -2.894 0.978 -0.760 0.132 -0.077 0.025


(4)
111
Properties=species:S:1:pos:R:3:forces:R:3 method="wB97M-V/def2-TZVPD" homo_energy_ev="-15.70 / -15.69" charge=+3 largest_force_ha_per_bohr=0.08144 homo_lumo_gap_ev="5.282 / 5.225"
V 0.017 -0.043 0.645 -1.364 -0.429 -0.312
S -2.141 0.040 1.976 2.450 -0.545 -0.627
S 2.050 0.036 -0.792 -2.592 -0.618 0.726
S -1.955 -0.207 -1.061 0.977 0.670 1.308
S 0.123 2.402 1.076 1.837 -1.702 0.866
Si -2.929 -1.534 4.818 1.434 -1.560 -0.024
N 1.917 -3.455 -0.719 -0.069 0.051 2.927
N -1.115 2.829 -1.277 -1.003 1.560 1.458
N 0.352 -0.075 2.749 -2.205 -0.031 -0.538
N 0.381 -2.003 0.342 -1.721 1.101 0.071
N 3.618 2.096 -1.266 -0.676 2.613 -1.288
N -1.862 4.108 0.432 -0.129 -0.524 -1.104
N -1.687 -0.515 -3.854 -0.495 1.623 2.622
N -0.354 1.064 -2.979 -1.147 -1.672 0.512
N 1.502 2.598 -1.686 -1.719 -0.793 0.927
C 2.347 1.636 -1.306 1.221 -0.410 -0.267
C 0.622 -4.757 -2.480 -0.080 0.231 -0.918
C 4.918 0.429 -2.603 -0.027 1.352 -0.493
C -0.908 -0.364 3.199 0.399 -0.392 -0.294
C 3.171 -4.343 -0.699 0.685 1.863 1.890
C 2.889 -5.694 -0.069 1.158 -0.590 -0.587
C 1.273 -3.431 -2.002 -0.309 0.932 -1.708
C -1.136 -0.946 4.469 -2.172 1.730 -1.470
C -2.444 6.314 1.459 0.637 -0.226 0.586
C -2.957 -2.348 6.501 1.227 -0.932 0.320
C -3.259 4.210 2.574 0.888 -0.992 0.179
C -0.832 4.865 2.628 0.375 -0.546 0.876
C -2.913 -2.433 -2.789 -1.338 -0.373 -0.910
C -0.934 3.168 0.033 -2.003 1.062 -0.732
C 1.218 -0.509 4.984 -2.444 0.292 -1.580
C -2.081 4.812 1.795 -0.928 1.824 -0.627
C -4.111 -0.165 4.503 0.093 0.024 0.398
C -4.200 -0.796 -4.022 1.792 1.082 0.836
C 0.029 0.797 -4.319 -0.411 1.406 2.341
C -1.403 0.201 -2.651 2.602 0.049 -3.281
C 4.898 1.365 -1.380 1.509 -1.260 1.483
C -0.150 -0.830 5.373 3.938 -0.038 -0.795
C 1.353 -0.156 3.621 1.843 -0.377 1.842
C 6.119 2.332 -1.447 -1.681 2.163 -0.978
C -2.811 -3.026 3.649 -0.148 -0.669 -0.155
C -0.886 -0.016 -4.872 0.127 -1.044 0.596
C 1.476 -2.786 0.375 1.316 -0.652 -2.113
C -2.694 4.320 -0.700 0.552 -0.610 0.584
C 2.197 3.762 -1.658 1.427 1.171 -0.813
C -2.815 -1.482 -3.970 -1.097 -0.222 -1.822
C -2.681 -2.209 -5.336 -0.760 0.251 -1.034
C 3.512 3.485 -1.517 -0.101 -1.946 0.621
C -2.295 3.504 -1.682 1.461 -0.682 -0.162
C 5.104 0.574 -0.067 0.263 -0.791 0.414
C 2.240 -2.761 1.653 1.326 -0.611 -0.019
B -0.007 2.484 -2.251 0.688 -0.686 -1.960
H 2.030 -0.553 5.710 -0.128 0.231 -0.482
H -2.694 3.296 -2.657 -0.052 0.380 -0.166
H 3.977 -3.727 -0.090 -1.507 -1.395 -1.386
H -4.200 0.004 -4.761 -0.398 -0.040 0.131
H -2.464 -2.775 2.627 -0.053 -0.098 0.500
H 1.535 -2.944 2.471 0.377 0.060 -0.068
H -1.896 -2.701 6.791 -1.468 0.805 -0.336
H 2.821 -1.838 1.822 -0.786 0.135 -0.227
H -3.519 -2.952 -5.399 1.050 0.417 0.118
H 5.039 1.044 -3.518 0.153 -0.316 0.417
H -4.404 -0.478 -3.002 -0.152 0.865 -0.069
H 0.501 -2.616 -2.083 0.991 -0.554 0.341
H -3.803 -3.509 3.515 0.603 0.013 0.182
H 3.977 -0.087 -2.751 -0.043 -0.495 0.250
H 0.957 1.273 -4.577 -0.264 0.146 -0.969
H -3.392 -1.771 7.314 0.111 -0.036 0.089
H -1.554 6.786 0.988 -0.771 -0.163 0.023
H -0.980 5.621 3.409 -0.124 -0.303 -0.054
H 0.383 -5.416 -1.659 -0.231 -0.054 0.318
H -4.876 -0.334 5.246 -0.928 -0.148 -0.259
H -0.626 3.898 3.112 -0.001 0.462 -0.042
H 6.218 2.975 -0.558 -0.326 -0.293 -0.129
H -0.321 -4.559 -3.061 0.935 -0.084 0.635
H -1.701 -2.668 -5.505 -0.235 -0.240 0.193
H -4.439 -0.076 3.484 -0.716 -0.329 -0.288
H 1.840 4.765 -1.783 -0.693 -0.097 -0.379
H -2.870 -1.541 -6.252 0.280 -0.591 1.513
H -4.198 4.279 2.052 -0.328 0.144 -0.283
H -2.619 6.874 2.428 0.045 -0.791 -1.112
H 5.949 3.037 -2.325 0.539 -0.876 0.889
H -3.427 -3.334 -3.125 0.186 -0.133 -0.268
H -1.969 -2.719 -2.428 1.149 -0.384 0.867
H 3.074 -3.485 1.633 -0.829 -0.062 0.308
H 3.539 -4.431 -1.726 -0.289 0.105 0.229
H -2.077 -3.780 4.113 -1.130 1.058 -0.628
H 0.054 5.197 2.103 0.144 -0.048 -0.406
H -3.360 4.681 3.564 0.137 0.058 -0.477
H 6.084 0.068 -0.113 -0.047 0.795 0.270
H 3.839 -6.271 -0.086 -0.508 0.346 0.123
H -3.774 0.819 4.760 0.745 0.530 0.263
H -3.483 5.026 -0.822 -0.332 0.307 0.621
H -3.481 -3.323 6.428 -0.085 0.646 -0.017
H 2.324 0.102 3.224 0.192 -0.020 -0.024
H -3.624 -2.044 -2.058 0.700 -0.004 0.358
H -4.936 -1.532 -4.176 -0.918 -0.914 -0.762
H -0.993 -0.340 -5.886 0.054 -0.197 -0.127
H 1.283 -5.323 -3.156 -0.166 0.266 0.300
H 4.965 1.199 0.840 0.498 -0.194 -0.637
H -3.345 6.380 0.834 0.385 0.206 0.225
H -0.007 3.193 -3.276 -0.043 -0.045 1.228
H -0.298 -1.114 6.362 -0.370 -0.423 1.685
H 2.552 -5.652 0.956 -0.153 0.161 0.255
H 2.165 -3.137 -2.620 -1.303 -0.204 -0.237
H 4.470 -0.299 0.090 -0.478 0.173 -0.364
H 7.094 1.905 -1.570 0.129 -0.921 -0.231
H 5.775 -0.237 -2.510 -0.211 -0.113 -0.114
H -0.442 -2.300 -0.231 1.178 0.111 0.289
H 2.197 -6.281 -0.664 -0.190 0.055 0.015
H 4.411 4.032 -1.601 0.225 0.832 0.139
H -3.046 3.146 2.759 -0.158 0.130 -0.003